ORCA calculation (the ωB97M-V functional and the def2-TZVPD basis) on 14 unconnected molecules or ions with the total composition C64H155Cl10N9 in a non-equilibrium geometry.

The geometry in XYZ format:
```
238
Properties=species:S:1:pos:R:3:forces:R:3:mulliken_charge:R:1
Cl 7.1673 14.7067 17.0691 0.3 -0.1 -0.2 -0.21
Cl 13.2247 23.9298 16.0553 -1.0 -0.4 0.6 -0.18
Cl 18.8391 14.4824 16.4411 -0.2 0.8 -0.1 -0.22
Cl 9.5003 17.1196 16.8615 0.3 0.6 0.1 -0.07
Cl 19.2500 17.2632 14.2809 0.4 0.2 -0.2 -0.20
Cl 20.1559 15.6912 22.7113 -0.2 0.2 0.2 -0.21
Cl 18.9925 18.2372 19.3615 0.4 0.0 0.5 -0.08
Cl 14.8531 18.2860 22.1722 0.4 0.1 0.3 -0.21
Cl 10.6770 18.1363 23.3305 -0.2 0.0 -0.2 -0.21
Cl 9.1426 22.4791 17.0007 0.4 -0.3 -0.2 -0.18
N 18.2331 22.8662 15.3587 -0.5 0.2 0.6 0.25
N 14.0217 21.4313 11.4450 -1.6 0.2 -1.0 0.83
N 8.7104 20.7240 12.1843 -0.5 -0.6 -0.7 0.93
N 15.0146 10.4041 17.5962 0.3 0.7 0.1 0.08
N 10.2720 13.8350 13.4667 -0.4 1.2 -0.6 0.96
N 12.2155 21.8583 20.0196 1.3 0.3 0.2 1.16
N 14.6877 17.5189 16.1904 0.3 1.5 0.9 1.92
N 14.2880 14.2644 21.2846 1.6 -0.5 0.1 0.72
N 14.4995 14.5612 10.2760 1.5 1.0 -1.2 0.20
C 9.5042 19.8403 14.2685 0.1 -0.5 1.1 0.50
C 8.4488 20.6784 13.6034 0.7 -1.0 0.4 -1.47
C 16.7747 22.8198 15.0859 0.9 -0.8 -0.3 -0.58
C 15.6677 18.2001 18.4891 -0.4 0.9 -1.2 0.19
C 8.0940 21.9479 11.6481 0.7 -0.1 0.1 -0.61
C 13.4310 16.5889 9.1330 0.7 -0.3 -0.1 -1.45
C 12.3158 14.9630 20.0699 0.4 -1.8 -0.3 -0.78
C 13.9828 22.8776 11.0445 0.4 -0.9 0.5 -0.62
C 15.1507 11.4550 15.2623 0.3 0.0 0.0 -1.44
C 10.6775 16.3504 13.3247 0.1 -0.8 -0.8 -0.60
C 14.3704 15.1797 15.5327 -0.8 -0.9 -0.7 0.70
C 19.1438 17.6384 21.0604 1.0 0.1 0.0 -0.35
C 15.6566 15.4032 10.6321 -0.2 0.7 0.8 -1.68
C 14.4057 18.9228 15.8430 -0.9 -0.2 -0.3 -1.35
C 9.1824 13.9026 12.5066 -0.8 0.0 0.7 -0.29
C 13.7955 12.2103 10.3198 -1.1 0.3 -0.2 -1.66
C 12.9741 19.4337 16.1933 0.7 -0.2 -0.1 -0.13
C 14.7126 20.6957 9.0208 0.6 -0.1 0.5 -1.41
C 13.8364 16.6017 15.4296 0.9 -0.4 1.3 1.04
C 11.4692 12.3169 14.8997 0.5 -0.8 -0.1 -0.52
C 12.6363 20.9144 11.3196 0.5 0.6 0.7 -0.52
C 14.9344 20.6343 10.5928 -0.5 0.8 -0.7 -0.30
C 15.7175 13.8286 21.1381 0.0 1.1 0.8 -0.57
C 14.6933 17.3312 17.6824 0.9 -0.8 -0.3 0.50
C 18.4169 20.4756 16.0106 0.1 -0.1 0.1 -0.30
C 7.9462 13.0464 12.8448 0.6 -0.4 -0.1 -1.34
C 13.5892 14.0357 20.0287 -0.9 1.6 0.2 0.86
C 13.3031 23.8357 12.0516 0.6 -0.7 0.7 -1.29
C 13.6722 9.8843 17.4566 -0.6 -0.1 0.3 -0.78
C 10.9734 12.5682 13.5164 -1.4 0.3 -1.3 -0.94
C 19.0363 21.6195 15.2278 -1.2 0.5 0.0 -0.78
C 8.2360 19.4508 11.5535 0.4 0.6 -1.2 -0.09
C 16.4798 22.4216 13.6445 -0.4 -1.4 0.0 -0.10
C 12.4078 18.5370 23.3439 0.4 0.3 0.0 -0.28
C 12.4248 23.0684 22.3004 0.8 -0.6 -0.4 -1.38
C 12.5332 10.6627 18.1922 0.5 -0.1 0.1 -0.85
C 12.4722 19.6123 11.9885 -0.8 -1.4 1.0 0.31
C 9.8325 15.3972 17.0866 -0.3 -0.4 -0.1 0.25
C 14.6347 22.0181 19.2217 -0.6 0.2 0.5 -1.17
C 13.2728 15.3705 10.1119 0.4 0.1 -0.1 0.72
C 20.1911 16.5379 21.1303 -0.4 -1.3 -0.6 -0.45
C 15.5620 15.9794 12.0827 0.5 -0.4 -0.3 0.24
C 8.7880 14.6122 16.3000 0.4 -0.1 0.2 0.45
C 18.0245 16.1253 16.4440 0.1 -0.2 -0.6 1.00
C 18.7609 24.0405 14.7343 0.8 0.8 0.8 -0.45
C 16.5758 14.6835 20.2177 -0.6 0.1 -0.6 -0.03
C 12.2926 23.1265 20.7507 -0.8 0.0 0.8 -0.96
C 14.0415 14.0671 23.7530 -0.1 0.0 -0.5 -1.13
C 11.0293 21.0847 20.3989 0.1 -0.5 -1.0 -0.69
C 13.1401 17.8316 22.2083 -0.4 -0.2 0.2 1.46
C 13.6506 13.5005 22.3800 0.0 0.6 0.0 -0.73
C 11.2228 14.9236 13.1543 0.2 -0.1 1.6 0.28
C 10.5320 23.2637 16.1896 0.7 0.9 0.1 -0.01
C 17.7571 16.6643 15.0163 -0.1 -0.7 0.9 0.81
C 11.8428 23.1378 16.9722 -0.1 -0.3 0.4 0.46
C 10.7026 19.9986 19.3668 0.2 0.0 0.6 -0.35
C 8.5532 19.4151 10.0475 -0.6 0.4 0.4 -1.35
C 15.4600 10.5412 19.0209 0.4 -0.9 -0.2 0.82
C 9.0926 23.0893 11.7756 0.0 0.5 -0.9 -0.83
C 20.1747 24.3985 15.2174 -0.2 0.2 -0.2 -1.36
C 14.4505 13.3500 11.0961 -0.7 -0.1 -1.3 0.52
C 13.5476 21.1598 19.8634 -1.3 -0.5 -0.5 1.26
C 15.5240 9.1780 19.8331 -0.7 0.9 -0.6 -1.67
C 15.1575 11.6487 16.7849 -0.1 -0.9 0.7 0.26
H 15.7182 12.3265 14.9358 0.2 -0.3 -0.6 0.40
H 9.5767 23.2324 12.7416 -0.2 -0.4 0.2 -0.04
H 18.6005 24.1147 13.6587 0.6 -0.5 -0.6 0.33
H 14.5224 8.8011 20.0400 -0.2 -0.4 -0.8 0.36
H 14.2491 14.6867 16.4972 0.0 0.3 0.2 -0.74
H 18.2842 20.7467 17.0580 -0.1 0.1 0.1 0.31
H 8.4626 18.3922 9.6822 0.0 0.0 -0.1 0.46
H 10.8390 15.1609 16.7413 0.0 0.1 -0.4 -0.79
H 11.0534 20.5958 21.3729 0.4 0.0 0.4 0.03
H 13.7283 24.8369 11.9820 -0.4 0.1 -0.4 0.42
H 15.4640 12.9753 11.2396 0.1 0.6 0.6 0.44
H 13.4407 12.9658 19.8823 -0.7 -0.2 -0.1 -0.31
H 8.1126 11.9843 12.6645 0.0 -0.1 -0.1 0.37
H 14.0996 17.3607 9.5144 0.0 -0.1 0.4 -0.01
H 8.5889 24.0250 11.5328 0.0 0.2 0.0 0.59
H 16.3394 16.7023 12.3300 0.3 -0.1 -0.3 0.67
H 16.5887 14.8512 10.5117 -0.1 -0.4 0.3 0.40
H 17.0338 17.4777 15.0740 0.1 0.0 0.1 -0.69
H 16.4738 10.9406 18.9902 0.1 0.1 -0.1 0.53
H 7.1671 19.3015 11.7062 -0.4 0.1 0.1 0.44
H 14.5112 19.0173 14.7622 0.1 -0.1 -0.2 0.50
H 11.7586 23.5398 17.9819 0.1 0.6 -0.3 0.34
H 20.0442 21.7866 15.6077 -0.1 0.3 -0.1 0.51
H 15.8730 17.8382 19.4966 -0.2 -0.3 -0.2 -0.22
H 14.3436 11.9864 9.4046 0.3 -0.2 0.3 0.42
H 16.3364 22.1488 15.8247 -0.2 -0.3 -0.3 -0.40
H 16.2351 14.4498 19.2091 0.7 0.2 -0.4 -0.31
H 15.1144 16.3426 17.8649 -0.7 -0.5 -0.1 -0.62
H 14.3793 12.3644 17.0501 -0.2 0.3 0.1 -0.16
H 15.9297 20.9926 10.8557 0.2 0.0 -0.4 0.34
H 20.3876 25.3992 14.8414 0.4 -0.1 -0.1 0.43
H 12.5190 24.0467 22.7719 -0.4 0.2 -0.2 0.43
H 12.5659 17.1558 8.7892 -0.7 -0.5 0.7 0.46
H 10.5018 20.2637 14.1515 0.1 -0.1 -0.4 -0.35
H 13.8997 15.1461 23.6911 0.2 0.1 0.0 0.13
H 16.2783 23.7724 15.2704 0.5 0.3 0.3 0.45
H 11.7047 14.8052 19.1813 0.1 0.3 -0.2 -0.29
H 9.8446 15.2024 18.1590 -0.4 -0.1 -0.1 0.64
H 13.3999 9.8485 16.4018 0.2 0.2 -0.2 0.41
H 15.6017 10.5121 14.9531 0.6 0.2 0.2 0.33
H 16.7845 23.1087 12.8551 -0.3 0.4 0.3 0.27
H 16.4909 15.7639 20.3351 -0.5 0.0 0.4 -0.34
H 9.7040 19.6008 19.5476 0.0 0.0 0.0 0.60
H 16.1563 8.4664 19.3021 -0.3 -0.1 0.0 0.35
H 11.9963 21.6005 11.8744 -0.1 0.2 -0.3 -0.16
H 13.8858 16.3095 8.1827 0.2 -0.5 0.1 0.39
H 7.6827 13.1324 13.8989 0.0 0.2 0.0 0.21
H 7.4871 20.1832 13.7375 -0.5 0.3 0.5 0.31
H 13.7206 17.4398 18.1621 -0.5 -0.3 -0.2 0.09
H 12.5641 11.7387 18.0209 0.1 0.1 -0.6 -0.04
H 8.8120 14.9258 12.5691 0.2 0.1 -0.4 0.14
H 10.1288 16.4529 14.2610 0.3 0.3 0.0 -0.49
H 11.7659 14.8386 12.2131 -0.5 -0.4 -0.4 0.20
H 14.9463 22.7889 19.9266 0.3 0.1 -0.3 0.46
H 20.9786 23.7104 14.9560 -0.1 0.0 -0.3 0.34
H 11.4198 19.3303 12.0206 -0.2 0.0 -0.4 -0.01
H 12.6053 10.6369 19.2795 0.0 -0.6 0.1 0.32
H 10.5978 12.0267 15.4866 0.3 -0.1 0.3 0.36
H 19.0724 19.6055 15.9730 0.0 0.0 0.0 0.43
H 14.6403 16.5126 12.3153 -0.3 -0.3 -0.2 -0.19
H 9.8718 22.9726 11.0224 0.2 -0.1 0.1 0.14
H 14.2206 22.4559 18.3134 0.1 0.3 0.1 -0.06
H 18.1410 17.3075 21.3305 0.3 0.0 0.3 0.07
H 12.4793 14.7058 9.7703 -0.1 0.1 -0.1 0.42
H 19.1054 21.2997 14.1881 0.2 0.0 -0.4 0.21
H 16.1126 12.0999 17.0540 0.1 0.0 0.0 0.51
H 12.5653 13.5757 22.3115 0.0 0.2 -0.2 0.47
H 15.2233 19.1908 18.5840 0.3 0.2 0.1 -0.56
H 12.1975 18.6950 15.9948 0.1 -0.2 0.0 -0.36
H 11.9963 14.7399 13.9001 0.3 0.5 0.1 -1.07
H 16.2624 13.9206 22.0776 -0.6 -0.4 0.5 0.41
H 11.4938 17.0599 13.1892 0.1 0.1 0.5 -0.08
H 21.2370 16.8078 20.9841 -0.4 0.5 -0.1 0.42
H 20.1831 24.4816 16.3042 -0.2 -0.1 0.1 0.32
H 14.2341 11.4671 14.6726 -0.5 0.2 0.7 0.11
H 17.4601 20.1727 15.5852 -0.1 0.0 0.0 -0.33
H 15.0435 23.1132 10.9586 0.0 0.5 -0.1 0.56
H 12.1846 11.4993 14.8107 -0.1 -0.2 0.6 0.24
H 18.6601 16.8288 16.9818 0.1 -0.3 -0.1 0.34
H 10.0149 16.5960 12.4948 -0.3 0.0 0.0 0.82
H 10.6998 22.9367 15.1634 -0.4 -0.4 0.1 -0.17
H 14.8746 11.2773 19.5718 -0.3 0.0 0.1 -0.74
H 12.9942 18.7716 11.5315 0.3 0.0 0.0 -0.02
H 8.4801 21.6436 14.1090 -0.3 0.3 -0.5 0.52
H 15.4870 20.1009 8.5365 0.2 -0.1 0.1 0.47
H 15.4473 22.0896 13.5350 -0.3 0.6 -0.2 -0.06
H 16.5962 18.2965 17.9264 0.1 0.1 0.2 -0.28
H 15.4903 21.4235 18.9016 0.0 -0.1 0.3 0.42
H 12.8136 16.6210 15.8059 -0.4 -0.1 0.1 -0.15
H 13.5271 22.9481 10.0568 -0.1 0.3 -0.2 0.45
H 9.3453 19.8053 15.3463 -0.2 0.1 0.2 0.32
H 13.7408 14.6047 14.8537 -0.1 -0.3 0.0 -0.37
H 11.5530 10.3077 17.8739 0.0 -0.1 0.1 0.47
H 12.2144 23.8350 12.1059 0.0 0.2 -0.8 0.22
H 18.1693 24.8963 15.0595 -0.3 0.0 0.4 0.33
H 14.1696 14.3665 19.1675 0.3 0.1 0.2 -0.44
H 13.0133 15.7058 11.1160 -0.5 0.5 0.0 -0.44
H 17.6322 14.4801 20.3928 0.0 -0.4 -0.4 0.54
H 10.2782 11.7870 13.2092 -0.4 -0.2 0.6 0.63
H 11.6887 14.6271 20.8958 -0.1 0.4 0.1 0.76
H 13.7868 20.2987 8.6044 -0.3 -0.1 0.6 0.23
H 17.1255 15.9634 17.0387 -0.1 0.2 -0.4 -1.14
H 7.8178 21.8189 10.6016 0.1 0.0 0.0 0.30
H 9.4527 18.7959 13.9609 0.3 0.1 -0.2 -0.25
H 13.0861 23.7806 20.3895 0.0 -0.2 -0.3 0.52
H 12.6135 16.0034 20.2008 0.0 -0.2 -0.2 -0.24
H 11.9630 13.1577 15.3868 0.0 0.1 -0.2 0.04
H 15.1614 19.5853 16.2651 0.0 -0.1 0.2 0.51
H 13.8707 20.6385 20.7645 0.2 0.3 0.5 -0.07
H 11.6199 12.4919 12.6421 1.3 0.2 0.3 -0.05
H 13.3782 22.5983 22.5416 0.2 -0.3 0.0 0.30
H 9.5692 19.7765 9.8888 0.0 0.0 -0.1 0.12
H 12.5176 19.6176 23.2520 -0.1 0.0 -0.1 0.14
H 15.6972 15.1346 12.7581 -0.3 0.1 0.3 -0.06
H 8.7257 14.9886 15.2790 -0.1 0.1 0.2 -0.24
H 17.3920 15.9035 14.3264 -0.1 0.0 0.3 0.14
H 9.5934 13.7102 11.5156 -0.3 -0.1 -0.6 0.36
H 12.7442 20.2758 15.5405 0.0 0.3 0.2 0.50
H 15.0834 13.8674 24.0034 -0.1 0.0 0.2 0.33
H 13.5508 23.5533 13.0749 0.4 -0.3 0.1 0.17
H 10.2211 24.3080 16.1599 0.3 0.0 -0.2 0.43
H 10.7374 20.3850 18.3481 0.1 -0.1 0.0 -0.23
H 8.7130 18.5170 11.8513 0.4 0.5 1.2 -0.21
H 15.8188 16.2390 9.9515 -0.5 -0.1 -0.3 0.44
H 10.1590 21.7399 20.4359 0.2 0.5 0.0 0.54
H 9.0974 13.5711 16.2070 -0.2 0.0 0.3 0.05
H 13.8463 12.4383 22.2339 0.3 -0.4 0.3 0.33
H 7.0790 13.3433 12.2549 0.1 0.1 -0.1 0.45
H 13.9226 13.5674 12.0246 0.1 -0.3 0.5 -0.34
H 12.7000 19.6885 13.0517 0.5 -0.1 0.1 -0.10
H 14.8298 21.6891 8.5877 0.0 0.2 0.3 0.40
H 11.3426 23.6099 20.5225 0.0 0.4 0.0 0.50
H 13.7458 8.8299 17.7227 -0.5 0.0 0.5 0.47
H 19.9364 15.7580 20.4127 0.2 0.1 -0.1 0.20
H 13.0883 16.7493 22.3271 0.0 0.1 -0.1 -0.18
H 12.9102 19.7257 17.2415 -0.1 0.1 0.0 -0.37
H 7.8275 20.0316 9.5170 0.3 0.0 -0.4 0.42
H 12.7707 18.1241 21.2254 -0.3 -0.1 0.2 -1.14
H 15.7897 12.7950 20.7997 -0.1 -0.3 0.1 0.12
H 13.6028 11.3196 10.9178 0.4 -0.1 0.1 0.38
H 15.8450 9.2324 20.8734 0.7 0.8 -0.2 0.43
H 14.9027 19.5959 10.9227 -0.1 0.0 0.0 0.04
H 12.8053 12.4880 9.9586 -0.2 0.2 0.0 0.29
H 12.7521 18.2588 24.3399 0.3 -0.1 -0.3 0.40
H 12.1220 22.1095 17.2018 0.0 -0.1 -0.6 -0.72
H 11.4012 19.1760 19.5193 0.0 -0.2 -0.5 -0.29
H 13.4230 20.3481 19.1467 -0.5 -0.2 0.0 -1.20
H 15.3695 14.9553 15.1593 0.2 0.6 0.2 -0.38
H 13.7643 16.8921 14.3815 0.3 0.3 0.0 -0.73
H 13.3700 13.7426 24.5480 0.2 -0.4 0.0 0.43
H 12.2497 20.8034 10.3065 0.2 0.5 -0.5 0.03
H 7.1938 22.2575 12.1789 -0.4 -0.4 0.2 0.29
H 19.5648 18.4217 21.6906 -0.8 0.4 -0.1 0.43
H 11.6612 22.4676 22.7944 -0.2 0.2 -0.1 0.26
H 16.9817 21.4899 13.3837 0.5 -0.2 0.2 0.21
```
Positions in Å, forces in eV/Å.

Computed properties:
HOMO-LUMO gap: 8.41 eV
Net charge: 0
Strongest force on any atom: 0.041 Eh/bohr
2S+1: 1
HOMO level: -7.88 eV